# 1
{
  "formula": "C2H10N2O",
  "method": "ωB97M-V with the def2-TZVPD basis set",
  "lumo_energy_ev": 1.108,
  "multiplicity": 1,
  "total_energy_ev": -7260.42012,
  "de_lowest_ev": 3.503,
  "gap_ev": 9.531,
  "homo_energy_ha": -0.310,
  "elements": ["N", "C", "C", "N", "H", "H", "H", "H", "H", "H", "H", "H", "O", "H", "H"],
  "xyz": [[-0.163, -1.662, 1.350], [-0.868, -0.460, 0.905], [0.296, 0.359, -0.004], [0.162, 1.690, 0.501], [-0.094, -1.746, 2.320], [-0.773, -2.518, 1.111], [-1.255, 0.215, 1.636], [-1.677, -0.597, 0.267], [1.222, -0.179, 0.366], [0.295, 0.145, -1.110], [0.876, 2.325, 0.609], [-0.721, 2.250, 0.436], [0.842, 0.152, -3.032], [1.020, 0.649, -2.237], [0.838, -0.623, -3.118]],
  "forces_ev_per_a": [[-2.666, -2.539, -1.987], [3.613, 0.705, -1.965], [-1.040, -1.724, 2.251], [-2.349, 1.122, -0.231], [0.226, 0.329, 1.913], [1.363, 1.644, 0.331], [0.416, 0.348, 0.930], [-1.470, -1.117, -1.210], [-0.792, 1.204, -0.254], [-1.083, 0.304, 1.760], [2.231, 1.057, -0.134], [1.097, -1.512, -0.313], [-0.193, 19.266, -0.182], [0.350, -1.002, -0.200], [0.298, -18.086, -0.708]],
  "lowdin_charge": [-0.0310, -0.2274, -0.2350, -0.0443, 0.0288, 0.1026, 0.0814, 0.0669, 0.1121, 0.0622, 0.0207, 0.0992, 0.0839, 0.0287, -0.1490]
}

# 2
{
  "formula": "C4H5N3O",
  "method": "ωB97M-V with the def2-TZVPD basis set",
  "lumo_energy_ev": 0.382,
  "multiplicity": 1,
  "total_energy_ev": -10746.70657,
  "de_lowest_ev": 0.908,
  "gap_ev": 9.510,
  "homo_energy_ha": -0.335,
  "elements": ["N", "C", "C", "C", "N", "C", "O", "N", "H", "H", "H", "H", "H"],
  "xyz": [[1.891, -1.223, 0.013], [0.710, -0.495, -0.129], [0.762, 0.929, -0.009], [-0.458, 1.503, 0.116], [-1.581, 0.685, 0.012], [-1.544, -0.744, 0.060], [-2.558, -1.420, -0.009], [-0.316, -1.291, -0.024], [2.830, -0.860, -0.105], [1.736, -2.156, 0.538], [1.676, 1.545, -0.209], [-0.703, 2.566, 0.139], [-2.445, 0.961, -0.392]],
  "forces_ev_per_a": [[-0.479, -1.514, 0.686], [2.382, -2.011, 1.965], [-0.076, 1.483, -0.893], [-1.246, -0.750, -1.442], [0.795, -0.786, 0.907], [-0.700, -0.156, -1.425], [0.168, 1.146, 0.469], [0.349, 0.419, 0.148], [-0.540, 0.041, 0.236], [0.584, 2.272, -1.721], [-0.938, -0.875, 0.737], [0.414, -0.246, 0.065], [-0.714, 0.980, 0.268]],
  "lowdin_charge": [0.0952, -0.3835, -0.0335, -0.0666, 0.1105, -0.5434, 0.0429, 0.1596, 0.0876, 0.1489, 0.1236, 0.1249, 0.1337]
}

Copy entry 1 word for word.
{
  "formula": "C2H10N2O",
  "method": "ωB97M-V with the def2-TZVPD basis set",
  "lumo_energy_ev": 1.108,
  "multiplicity": 1,
  "total_energy_ev": -7260.42012,
  "de_lowest_ev": 3.503,
  "gap_ev": 9.531,
  "homo_energy_ha": -0.310,
  "elements": ["N", "C", "C", "N", "H", "H", "H", "H", "H", "H", "H", "H", "O", "H", "H"],
  "xyz": [[-0.163, -1.662, 1.350], [-0.868, -0.460, 0.905], [0.296, 0.359, -0.004], [0.162, 1.690, 0.501], [-0.094, -1.746, 2.320], [-0.773, -2.518, 1.111], [-1.255, 0.215, 1.636], [-1.677, -0.597, 0.267], [1.222, -0.179, 0.366], [0.295, 0.145, -1.110], [0.876, 2.325, 0.609], [-0.721, 2.250, 0.436], [0.842, 0.152, -3.032], [1.020, 0.649, -2.237], [0.838, -0.623, -3.118]],
  "forces_ev_per_a": [[-2.666, -2.539, -1.987], [3.613, 0.705, -1.965], [-1.040, -1.724, 2.251], [-2.349, 1.122, -0.231], [0.226, 0.329, 1.913], [1.363, 1.644, 0.331], [0.416, 0.348, 0.930], [-1.470, -1.117, -1.210], [-0.792, 1.204, -0.254], [-1.083, 0.304, 1.760], [2.231, 1.057, -0.134], [1.097, -1.512, -0.313], [-0.193, 19.266, -0.182], [0.350, -1.002, -0.200], [0.298, -18.086, -0.708]],
  "lowdin_charge": [-0.0310, -0.2274, -0.2350, -0.0443, 0.0288, 0.1026, 0.0814, 0.0669, 0.1121, 0.0622, 0.0207, 0.0992, 0.0839, 0.0287, -0.1490]
}